Entry 1:
C42H41CaClO2P2 as an isolated structure. Source: the Open Molecules 2025 dataset; level of theory: ωB97M-V with the def2-TZVPD basis set.

- E: -97844.6675 eV
- Net charge: 0
- Largest force on an atom: 4.62 eV/A
- ΔE to the lowest compared entry with this formula, charge and spin: 0.0 kJ/mol
- Gap between HOMO and LUMO: 4.89 eV
- Highest occupied orbital energy: -4.894 eV

XYZ file:
```
89
Properties=species:S:1:pos:R:3:mulliken_charge:R:1
Ca 0.923 0.174 -1.849 0.90
C 2.820 1.983 -2.065 -1.47
C 2.155 2.539 -0.858 1.38
C 1.283 3.788 -1.079 -1.19
C 0.252 3.678 -2.215 -1.52
C -0.321 2.339 -2.567 -0.21
C 0.178 1.499 -3.521 -1.43
C 1.472 1.675 -4.233 -0.39
C 2.630 2.386 -3.472 -1.23
C -2.738 -1.894 0.981 -1.28
H 3.866 1.768 -1.812 0.30
H 2.977 2.906 -0.184 0.85
H 1.958 4.628 -1.310 0.36
H 0.795 4.018 -0.127 0.56
H -0.566 4.328 -1.890 0.49
H 0.696 4.094 -3.118 0.39
H -1.392 2.292 -2.377 0.68
H -0.331 0.535 -3.702 1.15
H 1.240 2.271 -5.133 0.45
H 1.841 0.683 -4.560 0.18
H 3.545 2.107 -4.004 0.46
H 2.537 3.465 -3.644 0.30
H -2.125 -2.736 0.675 0.46
H -3.761 -2.215 1.190 0.55
H -2.284 -1.453 1.876 0.25
P 1.662 1.293 0.519 -0.78
P -2.703 -0.647 -0.261 1.44
C -0.141 0.793 0.655 0.33
C -1.124 0.319 -0.222 -0.14
C 2.009 1.991 2.125 0.10
C 2.254 3.349 2.382 -0.76
C 2.449 3.756 3.705 -0.81
C 2.391 2.835 4.752 -0.60
C 2.093 1.490 4.497 -0.93
C 1.875 1.079 3.189 -0.51
C 2.923 -0.061 0.118 2.02
C 3.101 -0.672 -1.150 0.36
C 3.937 -1.789 -1.310 -0.94
C 4.826 -2.089 -0.296 -0.63
C 4.857 -1.294 0.872 -0.70
C 3.915 -0.291 1.092 -0.68
C -4.220 0.354 -0.282 0.20
C -4.445 1.232 0.803 -0.68
C -5.713 1.774 1.040 -0.56
C -6.765 1.515 0.154 -0.44
C -6.526 0.767 -1.001 -0.66
C -5.267 0.196 -1.225 -0.12
C -2.592 -1.325 -1.950 0.31
C -2.127 -2.648 -2.131 -0.53
C -1.820 -3.118 -3.413 -0.70
C -1.932 -2.278 -4.533 -0.54
C -2.369 -0.954 -4.353 -0.82
C -2.716 -0.486 -3.075 -0.27
H -0.444 1.202 1.638 0.47
H -1.281 0.982 -1.105 0.04
H 2.290 4.066 1.563 0.29
H 2.648 4.809 3.903 0.41
H 2.562 3.165 5.771 0.39
H 2.018 0.765 5.302 0.49
H 1.587 0.049 2.964 0.69
H 2.844 -0.170 -2.133 -0.24
H 3.898 -2.350 -2.251 0.43
H 5.587 -2.872 -0.456 0.36
H 5.661 -1.408 1.600 0.40
H 3.971 0.388 1.962 0.30
H -3.620 1.444 1.492 0.38
H -5.892 2.393 1.927 0.38
H -7.763 1.911 0.359 0.37
H -7.336 0.620 -1.727 0.37
H -5.119 -0.411 -2.126 0.33
H -1.987 -3.308 -1.273 0.15
H -1.476 -4.154 -3.553 0.42
H -1.657 -2.639 -5.537 0.37
H -2.436 -0.279 -5.225 0.39
H -3.098 0.540 -2.986 0.48
Cl -0.549 -5.783 6.413 -0.23
C -0.111 -4.893 5.003 0.36
C -0.595 -3.568 4.866 -0.84
C -0.269 -2.852 3.708 -0.05
C 0.462 -3.465 2.669 0.62
C 0.944 -4.768 2.812 -0.30
C 0.664 -5.490 3.979 -0.63
C 0.718 -2.642 1.435 -0.45
O 0.730 -1.384 1.659 0.27
O 0.791 -3.244 0.335 -0.82
H -1.199 -3.082 5.628 0.39
H -0.576 -1.807 3.574 0.30
H 1.520 -5.201 1.987 0.43
H 1.030 -6.509 4.118 0.39
```


Entry 2:
C42H41Cl3N4O2S2SnTe as an isolated structure. Source: the Open Molecules 2025 dataset; level of theory: ωB97M-V with the def2-TZVPD basis set.

- E: -126623.1660 eV
- Net charge: +2
- Largest force on an atom: 0.61 eV/A
- ΔE to the lowest compared entry with this formula, charge and spin: 112.0 kJ/mol
- Gap between HOMO and LUMO: 3.29 eV
- Highest occupied orbital energy: -11.418 eV

XYZ file:
```
96
Properties=species:S:1:pos:R:3:mulliken_charge:R:1
Sn -1.345 -0.858 -0.357 0.69
C 4.959 2.681 1.403 -1.82
C 3.799 1.826 0.963 0.24
C 3.956 0.465 0.709 -0.26
C 2.894 -0.325 0.299 1.29
C 3.076 -1.786 -0.013 -0.88
O 3.255 -2.582 0.887 -0.72
C 3.075 -2.223 -1.443 0.76
C 3.475 -3.526 -1.738 -0.51
C 3.438 -3.993 -3.041 -0.79
C 2.994 -3.159 -4.062 -0.61
C 2.621 -1.852 -3.781 -1.19
C 2.674 -1.380 -2.477 0.82
C 1.621 0.227 0.201 0.67
O 0.590 -0.573 -0.147 -0.61
C 1.443 1.597 0.438 1.46
C 2.533 2.376 0.808 -0.80
C 0.037 2.103 0.390 -0.93
N -0.732 1.973 -0.620 -0.25
C -0.175 1.612 -1.911 1.04
C -0.293 2.799 -2.863 -1.69
Te 1.212 4.303 -2.586 0.24
C 2.781 3.032 -3.217 -0.32
C 3.825 2.717 -2.355 -0.15
C 4.844 1.868 -2.775 -0.51
C 4.821 1.331 -4.053 -0.47
C 3.784 1.655 -4.920 -0.68
C 2.769 2.508 -4.507 -0.33
C -0.542 2.702 1.640 0.50
C 0.131 2.663 2.861 -0.01
C -0.400 3.291 3.982 -1.04
C -1.611 3.962 3.899 -0.54
C -2.297 3.988 2.690 -0.70
C -1.768 3.365 1.573 -0.55
H 5.911 2.180 1.235 0.40
H 4.888 2.911 2.468 0.39
H 4.971 3.631 0.868 0.39
H 4.938 0.014 0.805 0.54
H 3.842 -4.151 -0.934 0.57
H 3.766 -5.000 -3.267 0.45
H 2.961 -3.524 -5.082 0.45
H 2.310 -1.190 -4.578 0.50
H 2.416 -0.348 -2.269 -0.18
H 2.384 3.435 0.992 0.38
H -0.792 0.804 -2.338 0.02
H 0.859 1.257 -1.859 -0.50
H -1.255 3.294 -2.726 0.54
H -0.215 2.464 -3.895 0.56
H 3.850 3.135 -1.355 0.53
H 5.656 1.629 -2.099 0.43
H 5.615 0.670 -4.378 0.43
H 3.779 1.263 -5.931 0.46
H 1.988 2.788 -5.204 0.47
H 1.081 2.149 2.938 0.58
H 0.144 3.271 4.919 0.48
H -2.004 4.483 4.762 0.46
H -3.235 4.527 2.618 0.46
H -2.279 3.394 0.619 0.50
Cl -2.210 -4.998 5.426 -0.09
C -2.800 -4.558 3.914 0.61
C -2.370 -5.280 2.780 -0.84
C -2.831 -4.913 1.557 -0.39
C -3.730 -3.797 1.420 0.98
C -4.188 -3.427 0.203 -0.91
C -4.154 -3.096 2.603 -0.35
C -3.707 -3.482 3.826 -0.85
H -1.690 -6.112 2.899 0.50
H -2.526 -5.459 0.670 0.68
H -4.860 -2.580 0.082 0.31
H -3.914 -3.982 -0.689 0.30
H -4.846 -2.268 2.501 0.45
H -4.036 -2.985 4.730 0.53
C -5.896 3.984 -0.666 -1.09
N -5.178 2.728 -0.852 -0.11
C -4.763 1.942 0.130 0.39
N -4.980 2.328 1.387 -0.24
S -3.944 0.470 -0.227 -0.38
H -6.018 4.459 -1.634 0.35
H -5.330 4.661 -0.025 0.34
H -6.885 3.815 -0.238 0.36
H -5.017 2.384 -1.784 0.25
H -5.510 3.152 1.617 0.22
H -4.635 1.750 2.132 0.14
S 0.677 -5.404 0.301 -0.08
C -0.303 -5.405 -1.102 -0.40
C -0.912 -4.202 -1.234 -1.08
N -0.618 -3.295 -0.236 0.90
C 0.232 -3.799 0.622 -0.13
H -0.369 -6.269 -1.745 0.50
H -1.572 -3.914 -2.042 0.50
H 0.631 -3.251 1.464 -0.13
Cl 0.190 -2.255 3.873 -0.11
C -0.961 -0.950 4.143 -0.57
Cl -1.911 -0.552 2.679 0.00
H -0.424 -0.055 4.421 0.30
H -1.664 -1.254 4.908 0.46
```


Entry 3:
C42H41NO3P2SZn as an isolated structure. Source: the Open Molecules 2025 dataset; level of theory: ωB97M-V with the def2-TZVPD basis set.

- E: -129675.9300 eV
- Net charge: 0
- Largest force on an atom: 3.48 eV/A
- ΔE to the lowest compared entry with this formula, charge and spin: 0.0 kJ/mol
- Gap between HOMO and LUMO (spin up / spin down): 5.75 / 4.61 eV
- Highest occupied orbital energy (spin up / spin down): -6.160 / -5.102 eV

XYZ file:
```
91
Properties=species:S:1:pos:R:3:mulliken_charge:R:1
Zn 0.135 2.200 -3.051 -0.40
C -1.489 1.214 -3.510 0.11
C -1.359 -0.187 -2.962 0.31
C -0.288 -1.083 -3.624 -0.66
C 0.899 -0.460 -4.386 -1.27
C 1.370 0.951 -4.067 -0.09
C 0.912 2.050 -4.858 -0.69
C -0.282 1.882 -5.783 -0.96
C -1.553 1.318 -5.051 -1.13
C 1.946 0.062 2.359 -1.34
H -2.351 1.724 -3.068 1.27
H -2.339 -0.660 -3.203 0.42
H -0.830 -1.693 -4.367 0.56
H 0.087 -1.840 -2.915 0.40
H 1.763 -1.124 -4.224 0.49
H 0.676 -0.522 -5.465 0.31
H 2.380 0.990 -3.648 0.56
H 1.570 2.885 -5.102 0.67
H -0.059 1.262 -6.666 0.33
H -0.531 2.873 -6.205 0.38
H -2.363 2.035 -5.266 0.35
H -1.867 0.376 -5.529 0.32
H 1.083 0.739 2.438 0.19
H 2.777 0.469 2.951 0.50
H 1.647 -0.918 2.759 0.32
P -1.582 -0.637 -1.072 0.29
P 2.500 -0.148 0.677 2.11
C -0.099 -0.462 -0.089 0.60
C 1.181 -0.826 -0.335 -0.40
C -2.415 -2.150 -0.554 0.22
C -2.433 -3.326 -1.330 -0.52
C -3.057 -4.472 -0.827 -0.66
C -3.676 -4.459 0.430 -0.63
C -3.640 -3.298 1.210 -0.65
C -2.990 -2.166 0.724 0.06
C -2.630 0.731 -0.496 0.84
C -2.052 1.929 -0.045 -0.14
C -2.861 3.034 0.235 -0.73
C -4.245 2.944 0.092 -0.62
C -4.824 1.761 -0.373 -0.87
C -4.028 0.636 -0.606 -0.55
C 3.982 -1.169 0.695 0.18
C 3.826 -2.524 1.039 -0.59
C 4.932 -3.376 1.042 -0.65
C 6.199 -2.886 0.705 -0.45
C 6.369 -1.523 0.439 -0.71
C 5.270 -0.661 0.448 -0.38
C 2.955 1.468 -0.007 0.38
C 2.424 2.623 0.588 -0.57
C 2.701 3.880 0.045 -0.74
C 3.457 3.987 -1.126 -0.65
C 3.932 2.833 -1.759 -0.69
C 3.714 1.578 -1.185 -0.46
H -0.376 -0.184 0.944 -0.91
H 1.454 -1.522 -1.134 0.40
H -1.978 -3.314 -2.322 0.32
H -3.075 -5.382 -1.429 0.40
H -4.194 -5.343 0.803 0.37
H -4.113 -3.254 2.190 0.44
H -2.892 -1.281 1.355 0.13
H -0.968 2.020 0.068 0.28
H -2.394 3.959 0.572 0.42
H -4.875 3.791 0.366 0.37
H -5.900 1.704 -0.540 0.37
H -4.485 -0.324 -0.863 0.44
H 2.834 -2.900 1.301 0.47
H 4.802 -4.426 1.306 0.39
H 7.054 -3.562 0.660 0.37
H 7.361 -1.124 0.221 0.38
H 5.416 0.402 0.255 0.46
H 1.807 2.529 1.484 0.26
H 2.317 4.770 0.546 0.46
H 3.677 4.971 -1.544 0.38
H 4.483 2.913 -2.699 0.39
H 4.154 0.692 -1.652 0.56
O -0.432 -2.339 3.093 -0.81
C -1.039 -1.321 3.470 0.30
N -1.521 -0.344 2.637 -0.11
S -2.013 1.039 3.337 1.04
O -1.057 2.102 3.083 -0.67
O -3.409 1.306 3.086 -0.69
C -1.816 0.358 4.952 0.44
C -2.117 0.970 6.163 -0.76
C -1.814 0.273 7.341 -0.56
C -1.255 -1.016 7.277 -0.47
C -1.007 -1.628 6.046 -0.57
C -1.310 -0.929 4.877 -0.04
H -2.565 1.961 6.161 0.47
H -2.001 0.739 8.308 0.38
H -1.013 -1.540 8.201 0.38
H -0.583 -2.628 5.956 0.50
```


Entry 4:
A 9-piece molecular cluster, C42H42Cl6N6O12 overall. Source: the Open Molecules 2025 dataset; level of theory: ωB97M-V with the def2-TZVPD basis set.

- E: -152862.2371 eV
- Net charge: -1
- Largest force on an atom: 5.84 eV/A
- Gap between HOMO and LUMO (spin up / spin down): 2.56 / 6.56 eV
- 2S+1: 2
- Highest occupied orbital energy (spin up / spin down): -2.095 / -6.103 eV

XYZ file:
```
108
Properties=species:S:1:pos:R:3:lowdin_spin:R:1
Cl 4.986 -1.319 4.351 0.00
C 4.279 0.397 4.268 0.00
C 4.691 0.865 3.008 0.00
Cl 3.646 0.378 1.693 0.00
H 4.858 0.952 5.006 0.00
H 3.196 0.379 4.392 0.00
H 5.672 0.445 2.786 0.00
H 4.750 1.952 2.965 0.00
Cl 3.114 -2.216 -4.069 0.00
C 3.518 -1.563 -2.450 0.00
C 4.887 -2.119 -1.942 0.00
Cl 5.356 -1.725 -0.205 0.00
H 2.746 -1.853 -1.738 0.00
H 3.596 -0.477 -2.513 0.00
H 5.620 -1.623 -2.578 0.00
H 5.001 -3.184 -2.148 0.00
Cl -2.048 0.782 0.025 0.00
C -0.915 -0.549 -0.047 0.00
C 0.566 -0.041 0.434 0.00
Cl 1.136 1.285 -0.577 0.00
H -1.015 -0.917 -1.068 0.00
H -1.106 -1.400 0.607 0.00
H 1.345 -0.797 0.340 0.00
H 0.424 0.398 1.421 0.00
C -2.789 -3.142 -5.437 0.00
C -3.490 -2.769 -4.248 0.00
C -2.915 -2.948 -3.039 0.00
C -1.671 -3.674 -2.996 0.00
C -0.953 -3.969 -4.168 0.00
C -1.593 -3.782 -5.372 0.00
N -1.081 -4.035 -1.636 0.00
O -0.025 -4.702 -1.589 0.00
O -1.682 -3.772 -0.638 0.00
H -3.317 -2.830 -6.326 0.00
H -4.426 -2.230 -4.249 0.00
H -3.521 -2.797 -2.158 0.00
H 0.022 -4.426 -4.084 0.00
H -1.059 -4.064 -6.267 0.00
C -2.954 3.011 7.539 0.09
C -1.705 2.682 8.050 0.01
C -0.706 2.249 7.239 0.06
C -1.022 1.830 5.952 0.02
C -2.361 1.970 5.494 0.04
C -3.283 2.564 6.209 0.00
N 0.047 1.168 5.082 0.26
O 1.197 1.049 5.551 0.18
O -0.223 0.780 3.959 0.19
H -3.876 3.257 8.044 0.01
H -1.578 2.794 9.117 0.00
H 0.295 1.980 7.543 0.01
H -2.587 1.529 4.535 0.00
H -4.331 2.564 5.947 0.00
C -2.470 2.285 -5.019 0.00
C -2.317 2.757 -3.674 0.00
C -3.079 2.146 -2.692 0.00
C -3.993 1.175 -3.020 0.00
C -4.078 0.685 -4.316 0.00
C -3.283 1.169 -5.343 0.00
N -4.989 0.691 -1.898 0.00
O -5.862 -0.209 -2.227 0.00
O -5.085 1.412 -0.892 0.00
H -1.846 2.676 -5.809 0.00
H -1.671 3.584 -3.420 0.00
H -2.928 2.647 -1.747 0.00
H -4.803 -0.086 -4.537 0.00
H -3.231 0.638 -6.282 0.00
C -0.513 4.820 1.593 0.02
C 0.577 3.979 1.316 0.00
C 1.478 3.543 2.285 0.01
C 1.187 3.931 3.564 0.01
C 0.068 4.656 3.903 0.01
C -0.812 4.992 2.941 0.00
N 2.048 3.549 4.652 0.05
O 3.149 3.161 4.323 0.03
O 1.646 3.651 5.875 0.00
H -1.114 5.157 0.762 0.00
H 0.750 3.633 0.307 0.00
H 2.313 2.932 1.977 0.00
H -0.060 5.016 4.913 0.00
H -1.677 5.628 3.060 0.00
C -0.091 -2.293 3.469 0.00
C -0.817 -3.498 3.255 0.00
C -0.226 -4.577 2.723 0.00
C 1.132 -4.499 2.277 0.00
C 1.908 -3.415 2.634 0.00
C 1.247 -2.294 3.140 0.00
N 1.813 -5.753 1.823 0.00
O 2.968 -5.695 1.657 0.00
O 1.113 -6.591 1.445 0.00
H -0.555 -1.464 3.985 0.00
H -1.872 -3.421 3.475 0.00
H -0.749 -5.503 2.536 0.00
H 2.962 -3.245 2.472 0.00
H 1.755 -1.373 3.385 0.00
C -0.039 0.722 -4.036 0.00
C 0.803 1.726 -4.550 0.00
C 1.424 1.426 -5.731 0.00
C 1.293 0.176 -6.421 0.00
C 0.503 -0.814 -5.902 0.00
C -0.070 -0.578 -4.601 0.00
N 2.074 -0.068 -7.669 0.00
O 2.124 -1.193 -8.166 0.00
O 2.657 0.947 -8.155 0.00
H -0.587 0.892 -3.121 0.00
H 0.900 2.728 -4.158 0.00
H 1.980 2.256 -6.143 0.00
H 0.680 -1.806 -6.292 0.00
H -0.453 -1.341 -3.939 0.00
```


Entry 5:
C42H42NiO3P2 as an isolated structure. Source: the Open Molecules 2025 dataset; level of theory: ωB97M-V with the def2-TZVPD basis set.

- E: -109987.3991 eV
- Net charge: 0
- Largest force on an atom: 3.83 eV/A
- ΔE to the lowest compared entry with this formula, charge and spin: 612.0 kJ/mol
- Gap between HOMO and LUMO (spin up / spin down): 4.51 / 4.56 eV
- 2S+1: 3
- Highest occupied orbital energy (spin up / spin down): -5.480 / -5.480 eV

XYZ file:
```
90
Properties=species:S:1:pos:R:3:lowdin_spin:R:1
Ni 0.127 1.432 -2.223 0.73
C -1.516 0.949 -3.570 -0.05
C -1.526 -0.457 -3.418 -0.01
C -0.967 -1.349 -4.504 0.01
C 0.344 -0.866 -5.060 0.02
C 1.242 -0.179 -4.099 0.17
C 1.142 1.124 -3.738 -0.03
C 0.458 2.090 -4.699 -0.01
C -1.009 1.637 -4.838 -0.01
C 1.272 0.372 1.182 0.01
H -2.182 1.600 -2.964 0.00
H -2.372 -0.921 -2.840 0.00
H -1.684 -1.479 -5.330 0.00
H -0.839 -2.345 -4.107 0.00
H 0.881 -1.709 -5.485 0.00
H 0.148 -0.291 -5.973 0.01
H 2.144 -0.738 -3.846 0.01
H 1.838 1.670 -3.076 0.00
H 0.848 2.145 -5.733 0.00
H 0.470 3.123 -4.323 0.00
H -1.643 2.545 -4.999 0.00
H -1.195 1.105 -5.811 0.00
H 0.762 1.255 1.003 0.00
H 1.943 0.376 2.037 0.00
H 0.587 -0.385 1.108 0.01
P -1.303 -0.750 -1.175 0.30
P 2.413 0.103 -0.159 0.07
C 0.346 -1.335 -1.644 0.31
C 1.573 -0.793 -1.357 0.19
C -2.042 -2.185 -0.334 0.04
C -2.533 -3.184 -1.198 0.01
C -3.262 -4.255 -0.662 0.00
C -3.442 -4.343 0.745 0.00
C -2.935 -3.342 1.605 0.00
C -2.200 -2.276 1.070 0.01
C -2.440 0.683 -0.733 0.06
C -1.952 2.047 -0.680 0.02
C -2.920 3.082 -0.695 0.00
C -4.294 2.819 -0.760 0.01
C -4.745 1.486 -0.833 0.01
C -3.825 0.415 -0.838 0.02
C 3.737 -0.932 0.428 0.01
C 3.514 -2.256 0.887 0.00
C 4.601 -3.101 1.175 0.00
C 5.920 -2.670 0.969 0.00
C 6.125 -1.371 0.498 0.00
C 5.052 -0.522 0.204 0.00
C 3.005 1.713 -0.575 0.02
C 2.943 2.682 0.448 0.00
C 3.242 4.007 0.141 0.00
C 3.661 4.360 -1.146 0.00
C 3.815 3.368 -2.134 0.00
C 3.602 2.022 -1.794 0.01
H 0.315 -2.086 -2.473 0.02
H 2.449 -1.180 -1.926 0.01
H -2.385 -3.104 -2.293 0.00
H -3.704 -5.008 -1.335 0.00
H -3.978 -5.208 1.161 0.00
H -3.124 -3.392 2.694 0.00
H -1.794 -1.507 1.743 0.00
H -0.883 2.390 -0.595 0.00
H -2.495 4.096 -0.640 0.00
H -4.971 3.691 -0.743 0.00
H -5.823 1.326 -0.859 0.00
H -4.244 -0.598 -0.929 0.00
H 2.489 -2.644 0.988 0.00
H 4.410 -4.110 1.572 0.00
H 6.760 -3.351 1.179 0.00
H 7.148 -1.026 0.362 0.00
H 5.259 0.461 -0.219 0.00
H 2.635 2.444 1.458 0.00
H 3.144 4.778 0.923 0.00
H 3.881 5.405 -1.401 0.00
H 4.098 3.642 -3.153 0.00
H 3.837 1.252 -2.530 0.00
O -2.837 1.776 5.790 0.00
C -2.359 0.844 6.533 0.00
C -2.337 1.011 7.974 0.00
C -1.845 0.032 8.815 0.00
C -1.358 -1.191 8.288 0.00
C -1.310 -1.372 6.898 0.00
C -1.803 -0.411 6.027 0.00
C -1.714 -0.641 4.552 0.00
O -1.297 -1.685 4.116 0.00
O -2.160 0.346 3.764 0.00
H -2.501 1.060 4.406 0.00
H -2.710 1.934 8.438 0.00
H -1.819 0.141 9.914 0.00
H -0.991 -2.013 8.917 0.00
H -0.914 -2.274 6.438 0.00
```